[1]
Formula: C30H40Cl3N5O6SSi2Ti
Source: the Open Molecules 2025 dataset
Level of theory: ωB97M-V/def2-TZVPD

Atoms and positions in Å:
Ti: -0.206 0.526 0.684
C: 2.669 -2.547 1.038
Si: 1.844 -1.900 -0.511
C: 2.961 -2.084 -2.023
C: 0.263 -2.825 -0.832
N: 1.471 -0.184 -0.289
C: 2.378 0.797 -0.325
C: 3.788 0.618 -0.372
C: 4.633 1.690 -0.402
C: 4.128 3.014 -0.385
C: 2.786 3.242 -0.351
C: 1.852 2.161 -0.328
N: 0.530 2.277 -0.309
Si: -0.324 3.762 -0.746
C: 0.528 4.500 -2.270
C: -0.269 4.983 0.677
C: -2.064 3.374 -1.295
H: 3.062 -3.555 0.883
H: 1.939 -2.583 1.850
H: 3.491 -1.903 1.359
H: 3.892 -2.603 -1.779
H: 3.220 -1.120 -2.463
H: 2.445 -2.668 -2.788
H: 0.495 -3.799 -1.275
H: -0.394 -2.289 -1.523
H: -0.279 -2.994 0.098
H: 4.192 -0.386 -0.355
H: 5.704 1.529 -0.417
H: 4.819 3.848 -0.379
H: 2.408 4.255 -0.305
H: 1.433 3.959 -2.546
H: 0.801 5.547 -2.112
H: -0.151 4.460 -3.124
H: -0.286 4.448 1.627
H: -1.143 5.640 0.649
H: 0.625 5.610 0.642
H: -2.065 2.482 -1.924
H: -2.753 3.213 -0.468
H: -2.431 4.215 -1.892
O: -0.066 -2.299 3.378
Cl: -1.046 -1.277 3.058
O: -2.398 -1.759 3.307
O: 0.720 0.842 2.164
O: -0.997 -1.147 1.488
Cl: -1.781 -4.925 1.867
C: -1.830 -5.399 0.203
C: -1.208 -6.575 -0.174
C: -1.229 -6.968 -1.502
C: -1.845 -6.160 -2.441
C: -2.434 -4.966 -2.059
Cl: -3.062 -3.938 -3.299
C: -2.474 -4.557 -0.717
N: -3.042 -3.359 -0.311
C: -4.353 -2.961 -0.614
C: -5.317 -3.893 -0.986
C: -6.607 -3.491 -1.290
C: -6.955 -2.152 -1.203
C: -5.995 -1.229 -0.813
C: -4.692 -1.605 -0.519
C: -3.666 -0.588 -0.119
C: -2.553 -0.400 -1.147
O: -2.639 -0.816 -2.281
O: -1.517 0.275 -0.710
H: -0.721 -7.175 0.583
H: -0.755 -7.892 -1.805
H: -1.849 -6.425 -3.490
H: -2.607 -2.914 0.487
H: -5.047 -4.941 -1.040
H: -7.341 -4.230 -1.587
H: -7.961 -1.828 -1.437
H: -6.253 -0.178 -0.747
H: -3.209 -0.822 0.845
H: -4.134 0.390 0.018
C: -3.939 1.377 4.156
N: -2.709 2.100 4.395
C: -2.063 1.920 5.688
C: -0.657 2.460 5.405
N: -0.515 2.387 3.951
C: -1.689 2.172 3.455
S: -2.057 1.995 1.766
H: -4.689 1.701 4.879
H: -3.796 0.293 4.249
H: -4.300 1.591 3.154
H: -2.047 0.854 5.957
H: -2.589 2.465 6.474
H: 0.123 1.881 5.900
H: -0.558 3.501 5.733
H: 0.458 1.405 2.949

Calculated values
Largest force on an atom = 0.60 eV Å⁻¹
HOMO level (alpha / beta) = -4.9 / -5.4 eV
<S²> = 0.766
LUMO energy (alpha / beta) = 2.561 / 0.796 eV
Orbital gap (alpha / beta) = 7.5 / 6.2 eV
Energy above the lowest of the compared OMol25 structures with the same formula, charge and spin = 126.0 kJ/mol
2S+1 = 2
Total charge = -1
Calculated total energy = -138773.3506 eV

[2]
Formula: C5H10N3
Source: the Open Molecules 2025 dataset
Level of theory: ωB97M-V/def2-TZVPD

Atoms and positions in Å:
C: 1.714 1.370 -0.457
C: 0.454 0.768 0.079
C: -0.808 1.195 0.129
C: -1.717 0.086 0.204
N: -3.051 0.033 0.113
N: -0.931 -0.961 0.324
N: 0.442 -0.569 0.133
C: 1.508 -1.477 0.084
H: 2.052 0.776 -1.263
H: 1.714 2.443 -0.698
H: 2.566 1.246 0.242
H: -0.971 2.264 0.005
H: -3.568 0.833 0.185
H: -3.524 -0.788 0.386
H: -1.258 -1.944 0.523
H: 2.364 -1.280 0.793
H: 1.254 -2.575 0.263
H: 1.759 -1.421 -1.046

Calculated values
Largest force on an atom = 4.19 eV Å⁻¹
HOMO level = -13.1 eV
SMILES = Cc1cc(=[NH2+])[nH]n1C
LUMO energy = -2.908 eV
Orbital gap = 10.2 eV
Energy above the lowest of the compared OMol25 structures with the same formula, charge and spin = 163.1 kJ/mol
Total charge = +1
Calculated total energy = -9810.0583 eV

[3]
Formula: C18H37ClGaO5
Source: the Open Molecules 2025 dataset
Level of theory: ωB97M-V/def2-TZVPD

Atoms and positions in Å:
C: 2.261 -0.174 -2.085
C: 1.594 0.914 -2.902
Cl: 1.604 2.435 -1.897
C: 0.186 0.610 -3.434
Ga: -0.826 -0.958 -2.574
C: -0.181 -2.706 -3.456
C: -2.874 -0.798 -2.910
C: -3.420 0.433 -2.432
O: -3.769 1.354 -3.120
H: 3.339 -0.059 -2.194
H: 2.026 -1.171 -2.422
H: 2.071 -0.075 -1.027
H: 2.230 1.110 -3.751
H: -0.432 1.493 -3.314
H: 0.282 0.417 -4.497
H: -0.608 -0.962 -0.977
H: -0.966 -3.454 -3.521
H: 0.178 -2.466 -4.450
H: 0.657 -3.089 -2.883
H: -3.146 -0.913 -3.957
H: -3.341 -1.611 -2.353
H: -3.558 0.539 -1.338
C: 2.325 4.171 1.733
C: 2.157 2.879 2.499
O: 2.516 1.820 2.039
C: 1.518 2.964 3.865
H: 2.787 3.964 0.770
H: 1.351 4.633 1.563
H: 2.962 4.857 2.295
H: 0.511 3.376 3.782
H: 2.120 3.598 4.521
H: 1.454 1.969 4.292
C: -7.329 3.159 -0.055
C: -5.998 2.658 0.459
O: -5.929 1.984 1.463
C: -4.780 3.041 -0.339
H: -8.125 2.817 0.604
H: -7.333 4.250 -0.081
H: -7.508 2.774 -1.060
H: -4.680 4.128 -0.368
H: -4.856 2.647 -1.356
H: -3.892 2.623 0.130
C: -0.336 -1.501 4.714
C: 0.668 -0.726 5.530
O: 0.602 0.478 5.638
C: 1.765 -1.518 6.201
H: -1.063 -0.814 4.287
H: 0.168 -2.029 3.904
H: -0.856 -2.221 5.348
H: 2.354 -2.048 5.451
H: 1.332 -2.239 6.897
H: 2.416 -0.842 6.750
C: 3.581 -5.204 -2.643
C: 3.839 -3.735 -2.399
O: 3.449 -2.890 -3.166
C: 4.601 -3.370 -1.144
H: 3.024 -5.321 -3.570
H: 4.528 -5.743 -2.724
H: 2.995 -5.623 -1.823
H: 5.592 -3.830 -1.161
H: 4.057 -3.714 -0.263
H: 4.711 -2.289 -1.091

Calculated values
Largest force on an atom = 2.20 eV Å⁻¹
HOMO level = -4.8 eV
LUMO energy = 2.394 eV
Orbital gap = 7.2 eV
Total charge = -1
Calculated total energy = -94402.4251 eV

[4]
Formula: C9H13BrSi
Source: the Open Molecules 2025 dataset
Level of theory: ωB97M-V/def2-TZVPD

Atoms and positions in Å:
C: 0.725 -2.994 -0.503
C: 1.003 -1.840 0.371
C: -0.226 -1.445 1.283
Si: 1.502 -0.355 -0.789
Br: 3.554 1.385 -0.207
C: 0.222 0.979 -0.555
C: 0.088 1.471 0.718
C: -1.010 2.353 1.059
C: -1.911 2.739 0.177
C: -1.764 2.321 -1.165
C: -0.732 1.448 -1.500
H: 1.667 -3.492 -0.957
H: 0.287 -3.752 0.130
H: 0.028 -2.835 -1.291
H: 1.873 -2.061 1.108
H: -1.063 -1.093 0.847
H: 0.231 -0.712 2.020
H: -0.529 -2.424 1.734
H: 2.185 -0.592 -2.010
H: 0.730 1.090 1.698
H: -0.985 2.618 2.073
H: -2.857 3.290 0.329
H: -2.341 2.728 -2.035
H: -0.677 1.172 -2.537

Calculated values
Largest force on an atom = 5.29 eV Å⁻¹
HOMO level = -9.0 eV
SMILES = CC(C)[Si@H](Br)c1ccccc1
LUMO energy = -0.163 eV
Orbital gap = 8.9 eV
Energy above the lowest of the compared OMol25 structures with the same formula, charge and spin = 177.6 kJ/mol
Calculated total energy = -87462.7860 eV

[5]
Formula: C11H17MgN3O3Se
Source: the Open Molecules 2025 dataset
Level of theory: ωB97M-V/def2-TZVPD

Atoms and positions in Å:
Mg: 0.957 0.449 -0.551
C: -1.140 -1.661 0.374
O: -0.159 -1.195 -0.591
C: 0.441 -2.278 -1.346
C: 1.222 -1.653 -2.478
O: 2.013 -0.532 -1.995
C: 3.388 -0.781 -1.607
C: 3.476 -1.020 -0.116
O: 2.581 -0.079 0.528
C: 2.827 0.028 1.951
H: -1.956 -2.140 -0.162
H: -1.506 -0.789 0.906
H: -0.668 -2.360 1.063
H: -0.350 -2.913 -1.747
H: 1.057 -2.872 -0.668
H: 0.554 -1.231 -3.226
H: 1.868 -2.383 -2.961
H: 3.936 0.112 -1.899
H: 3.780 -1.629 -2.166
H: 4.495 -0.835 0.225
H: 3.185 -2.030 0.178
H: 3.821 0.438 2.115
H: 2.738 -0.954 2.412
H: 2.076 0.701 2.355
Se: 0.072 3.317 -3.007
N: -0.474 4.571 -1.906
C: -0.427 4.083 -0.675
C: -0.764 4.756 0.540
C: -0.629 4.055 1.695
C: -0.176 2.701 1.682
N: 0.130 2.027 0.600
C: 0.006 2.733 -0.582
N: 0.321 2.112 -1.709
H: -1.111 5.782 0.524
H: -0.866 4.503 2.650
H: -0.088 2.171 2.624

Calculated values
Largest force on an atom = 0.61 eV Å⁻¹
HOMO level = -16.3 eV
LUMO energy = -7.886 eV
Orbital gap = 8.4 eV
Total charge = +2
Calculated total energy = -93073.3468 eV

[6]
Formula: C10H13OP
Source: the Open Molecules 2025 dataset
Level of theory: ωB97M-V/def2-TZVPD

Atoms and positions in Å:
C: -3.484 -0.453 -1.061
C: -3.173 0.137 0.142
C: -2.503 -1.109 -1.823
C: -1.884 0.051 0.678
C: -1.260 -1.277 -1.280
C: -0.956 -0.752 -0.032
C: 2.108 1.182 -0.755
C: 2.246 0.562 0.344
C: 3.041 2.266 -1.216
C: 0.651 -0.987 2.696
O: 1.199 -2.319 0.252
P: 0.676 -1.090 0.766
H: -4.361 -0.098 -1.612
H: -3.945 0.596 0.739
H: -2.660 -1.486 -2.781
H: -1.598 0.653 1.574
H: -0.479 -1.778 -1.691
H: 1.497 0.762 -1.513
H: 2.935 0.724 1.299
H: 2.510 2.998 -1.872
H: 3.881 1.726 -1.791
H: 3.522 2.710 -0.292
H: 1.648 -0.643 2.910
H: -0.199 -0.341 3.057
H: 0.587 -2.034 3.262

Calculated values
Largest force on an atom = 7.32 eV Å⁻¹
HOMO level = -8.7 eV
LUMO energy = 0.508 eV
Orbital gap = 9.2 eV
Energy above the lowest of the compared OMol25 structures with the same formula, charge and spin = 103.1 kJ/mol
Calculated total energy = -21914.6112 eV